43
Properties=species:S:1:pos:R:3:lowdin_charge:R:1 method="wB97M-V/def2-TZVPD" max_force_ha_per_bohr=0.078 homo_ev="-15.00 / -15.02" spin_multiplicity=5 homo_lumo_gap_ev="9.184 / 4.026" charge=+2
H 0.94 -0.93 -4.14 0.13
N -0.02 0.33 -2.69 -0.19
B -1.03 2.50 -1.53 -0.44
N -0.09 1.71 -2.50 0.00
C 0.49 2.29 -3.58 -0.01
Pt -0.88 -1.09 -1.61 1.43
H 0.52 3.37 -3.67 0.15
C 0.97 1.31 -4.43 0.00
H 1.48 1.48 -5.37 0.12
C 0.68 0.08 -3.84 -0.06
H -1.59 3.27 -2.29 0.12
C 0.57 -0.90 4.11 -0.04
H 0.14 -1.76 4.64 0.03
H 0.56 -1.09 3.04 0.00
H -0.04 -0.01 4.32 0.02
N -0.39 3.50 -0.45 0.02
N -2.21 1.62 -1.00 0.00
N 0.57 3.21 0.50 0.18
N -2.25 0.23 -1.06 -0.19
C -0.70 4.83 -0.37 0.05
C -3.48 2.05 -0.80 0.00
H -1.42 5.28 -1.04 0.15
H -3.72 3.11 -0.78 0.15
C 0.07 5.42 0.63 0.10
C -4.32 0.95 -0.69 0.00
C 0.85 4.35 1.16 -0.04
C -3.52 -0.18 -0.83 -0.07
H 0.09 6.45 0.94 0.14
H -5.38 0.97 -0.52 0.12
H 1.56 4.42 1.97 0.14
H -3.76 -1.24 -0.78 0.13
H 1.54 -0.74 4.44 -0.01
F -2.02 -3.69 -3.14 0.11
C -1.15 -4.01 -2.15 -0.18
C -0.56 -3.03 -1.34 -0.21
C 0.32 -3.46 -0.33 -0.21
F 0.94 -2.59 0.51 0.08
C 0.62 -4.80 -0.15 -0.08
F 1.48 -5.18 0.81 0.17
C 0.05 -5.75 -0.99 -0.07
F 0.37 -7.05 -0.85 0.19
C -0.84 -5.36 -1.98 -0.11
F -1.38 -6.27 -2.80 0.16